A 2-piece molecular cluster, C3H5ClN2 overall. Source: the Open Molecules 2025 dataset; level of theory: wB97M-V/def2-TZVPD.

The geometry in XYZ format:
```
11
Properties=species:S:1:pos:R:3:forces:R:3:lowdin_charge:R:1
N 1.33837 -2.55907 -0.36379 1.1 2.6 -0.5 0.1432
C 1.51716 -1.33442 -0.23065 -0.3 -0.5 0.7 -0.2382
C 1.65143 0.00163 -0.09005 -0.5 -1.3 -1.4 -0.5812
Cl 3.16029 0.71940 0.47658 -0.8 -0.4 -0.3 0.5424
H 1.01439 -3.11068 0.41300 -0.4 0.1 0.4 0.0685
H 0.91438 0.62909 -0.66742 1.0 -0.5 1.1 0.0587
C -1.94728 1.05408 -0.30638 0.9 1.5 -1.4 -0.1864
N -2.25550 0.96240 0.87337 0.5 -0.6 4.4 0.0209
H -2.48281 0.42854 -0.93855 -1.0 -0.9 -1.7 0.0374
H -1.27470 1.78279 -0.75503 0.6 -0.1 0.0 0.0645
H -1.63573 1.42622 1.58892 -0.9 0.1 -1.3 0.0703
```
Positions in Å, forces in eV/Å.

Output
**Frontier orbital gap**: 9.54 eV
**Total charge**: 0
**SMILES**: N=C=CCl.C=N
**LUMO level**: 0.46 eV
**Relative energy (zero: lowest compared OMol25 entry of this formula, charge and spin)**: 239.0 kJ/mol